Below is a cluster of 6 separate species, C2H16O5 in total, with properties calculated with wB97M-V/def2-TZVPD.

Output
* lowest unoccupied orbital energy: -0.1 eV
* structure (SMILES): CC.O.O.O.O.O
* E: -12570.124 eV

Last column: natural (NBO) charge in e.
Element x y z (Å)
C -1.76 -1.53 1.52  -0.605
C -1.05 -0.68 0.43  -0.619
H -2.41 -0.89 2.17  0.208
H -1.02 -1.95 2.16  0.197
H -2.38 -2.40 1.12  0.198
H -0.46 -1.19 -0.26  0.194
H -1.96 -0.33 -0.05  0.201
H -0.50 0.24 0.71  0.224
H -2.16 2.78 2.28  0.470
H -1.40 3.24 3.56  0.472
O -2.21 3.45 3.02  -0.942
H 3.50 2.84 1.11  0.463
H 2.51 1.73 0.76  0.488
O 2.86 2.24 1.48  -0.956
H -0.85 -4.03 -3.10  0.498
H -0.59 -3.68 -1.56  0.495
O -0.58 -3.24 -2.50  -0.978
H 1.14 0.23 -1.49  0.506
H 2.56 0.63 -1.15  0.452
O 1.71 0.91 -1.03  -0.989
H -0.08 -1.55 -2.48  0.500
H 1.20 -1.62 -2.92  0.474
O 0.69 -0.97 -2.54  -0.950

=====

Below is a cluster of 6 separate species, C2H16O5S in total, with properties calculated with wB97M-V/def2-TZVPD.

Output
* lowest unoccupied orbital energy: 0.2 eV
* structure (SMILES): CSC.O.O.O.O.O
* E: -23405.799 eV

Last column: natural (NBO) charge in e.
Element x y z (Å)
C 0.24 -4.18 1.78  -0.741
S -0.51 -2.55 2.08  0.166
C -1.99 -2.68 1.07  -0.756
H 0.17 -4.77 2.70  0.219
H 1.26 -4.13 1.43  0.221
H -0.36 -4.71 1.07  0.222
H -1.78 -3.15 0.11  0.221
H -2.82 -3.16 1.58  0.212
H -2.40 -1.69 0.87  0.236
H -0.10 0.94 3.03  0.467
H 1.06 1.69 3.40  0.463
O 0.25 1.83 2.89  -0.930
H 5.05 -0.34 -0.97  0.471
H 3.59 -0.63 -0.61  0.470
O 4.16 0.04 -1.00  -0.941
H -2.31 5.25 -2.69  0.465
H -1.19 5.43 -1.67  0.477
O -1.92 5.89 -2.10  -0.942
H 1.53 2.54 -1.67  0.475
H 0.77 2.76 -0.36  0.481
O 0.93 3.15 -1.23  -0.955
H -1.70 0.89 -3.86  0.469
H -0.69 1.14 -2.73  0.474
O -1.24 0.46 -3.13  -0.943

=====

Below is a cluster of 6 separate species, C2H16O6 in total, with properties calculated with wB97M-V/def2-TZVPD.

Output
* lowest unoccupied orbital energy: 0.4 eV
* structure (SMILES): CCO.O.O.O.O.O
* E: -14618.239 eV

Last column: natural (NBO) charge in e.
Element x y z (Å)
C -0.73 -0.95 -1.96  -0.067
O -1.27 0.38 -2.18  -0.768
C -1.74 -2.05 -1.96  -0.637
H 0.15 -1.09 -2.59  0.178
H -0.37 -0.84 -0.94  0.189
H -1.57 0.61 -3.06  0.481
H -1.93 -2.41 -2.97  0.204
H -1.26 -2.85 -1.39  0.222
H -2.67 -1.75 -1.49  0.221
H 0.99 1.09 -0.47  0.464
H 2.22 1.21 0.46  0.488
O 1.79 0.63 -0.19  -0.970
H -0.25 1.77 -1.52  0.512
H 0.31 3.29 -1.21  0.485
O -0.17 2.55 -0.90  -0.999
H 0.63 2.33 1.23  0.486
H 0.90 2.79 2.68  0.476
O 1.17 2.13 2.01  -0.965
H 0.77 -2.24 2.13  0.481
H 1.89 -2.51 1.16  0.461
O 1.74 -2.32 2.10  -0.945
H -1.92 -0.81 2.52  0.470
H -0.61 -0.03 2.33  0.487
O -0.97 -0.85 2.67  -0.955

=====

Below is a structure of composition C2H16O6, with properties calculated with wB97M-V/def2-TZVPD.

Output
* lowest unoccupied orbital energy: -4.7 eV
* E: -14611.507 eV

Last column: natural (NBO) charge in e.
Element x y z (Å)
C 0.04 0.88 -1.99  -0.085
O -0.05 0.79 -0.53  -0.660
C 1.16 -0.03 -2.51  -0.650
H -0.99 0.69 -2.39  0.184
H 0.23 1.88 -2.24  0.201
H -1.13 0.81 -0.29  0.505
H 0.89 -1.10 -2.46  0.198
H 1.35 0.22 -3.57  0.222
H 2.12 0.05 -1.99  0.264
H -2.87 -0.24 0.37  0.506
H -3.93 -1.38 0.74  0.465
O -3.08 -1.01 1.01  -0.946
H 1.65 0.87 0.14  0.471
H 2.86 0.20 0.84  0.496
O 2.63 0.96 0.24  -0.991
H 2.79 -1.31 2.84  0.477
H 1.44 -1.29 2.13  0.499
O 2.39 -1.19 1.97  -0.963
H -1.06 -1.04 -0.66  0.415
H -2.71 2.03 0.14  0.489
O -2.35 1.15 0.01  -1.156
H -0.23 -0.50 0.50  0.470
H -1.02 -1.77 0.73  0.471
O -0.35 -1.22 1.21  -0.885

=====

Below is a structure of composition C2H16O7Pd, with properties calculated with wB97M-V/def2-TZVPD.

Output
* lowest unoccupied orbital energy (spin up / spin down): 0.1 / -0.1 eV
* E: -20141.720 eV
* multiplicity: 3

Last column: natural (NBO) charge in e.
Element x y z (Å)
Pd -25.75 -18.49 -2.19  1.396
C -23.87 -15.67 -2.81  -0.209
O -24.95 -16.42 -2.37  -0.970
H -23.63 -15.87 -3.87  0.112
H -24.05 -14.60 -2.72  0.147
H -22.96 -15.89 -2.22  0.111
C -26.77 -21.68 -1.32  -0.222
O -26.77 -20.52 -2.07  -0.971
H -27.80 -21.92 -1.00  0.133
H -26.52 -22.57 -1.93  0.121
H -26.14 -21.62 -0.42  0.122
O -26.74 -18.34 -0.19  -0.944
H -27.19 -18.98 0.37  0.506
H -26.52 -17.60 0.39  0.494
O -24.94 -19.08 -4.17  -0.949
H -24.37 -18.50 -4.69  0.503
H -25.02 -19.90 -4.67  0.505
O -23.91 -18.95 -1.12  -0.941
H -23.94 -19.52 -0.33  0.501
H -23.04 -18.54 -1.11  0.508
O -27.64 -18.00 -3.41  -0.934
H -27.87 -18.45 -4.23  0.494
H -28.23 -17.24 -3.37  0.494
O -23.70 -21.79 -2.60  -0.958
H -24.33 -22.50 -2.81  0.471
H -24.24 -20.99 -2.58  0.482

=====

Below is a cluster of 6 separate species, C2H17NO5 in total, with properties calculated with wB97M-V/def2-TZVPD.

Output
* lowest unoccupied orbital energy (spin up / spin down): -3.5 / -8.8 eV
* E: -14068.296 eV
* multiplicity: 2
* charge: +1

Last column: natural (NBO) charge in e.
Element x y z (Å)
C 0.39 -3.23 0.17  -0.576
C 1.27 -2.22 -0.62  -0.275
N 0.74 -0.89 -0.47  -0.283
H 0.34 -2.90 1.19  0.238
H -0.60 -3.29 -0.30  0.234
H 0.82 -4.17 -0.02  0.273
H 2.32 -2.19 -0.35  0.248
H 1.19 -2.40 -1.69  0.265
H 0.90 -0.44 0.46  0.436
H -0.27 -0.89 -0.61  0.383
H 1.13 1.71 0.77  0.504
H 0.40 1.75 2.03  0.497
O 1.03 1.17 1.56  -0.976
H -0.84 -0.17 2.13  0.447
H -1.01 -0.04 3.63  0.485
O -1.46 -0.35 2.84  -0.933
H -3.55 0.80 0.23  0.511
H -2.21 -0.02 0.02  0.455
O -2.75 0.69 -0.29  -0.959
H -1.02 1.95 -0.85  0.497
H -0.53 3.28 -0.90  0.499
O -0.15 2.39 -0.78  -0.987
H 1.80 0.90 -2.04  0.444
H 0.69 1.87 -2.50  0.488
O 1.50 1.42 -2.79  -0.916

=====

Below is a cluster of 6 separate species, C2H17NO5 in total, with properties calculated with wB97M-V/def2-TZVPD.

Output
* lowest unoccupied orbital energy (spin up / spin down): -3.5 / -8.7 eV
* E: -14067.877 eV
* multiplicity: 2
* charge: +1

Last column: natural (NBO) charge in e.
Element x y z (Å)
C 0.62 1.85 0.96  -0.453
N 0.66 0.81 -0.15  -0.178
C 2.04 0.70 -0.59  -0.486
H 1.49 1.75 1.59  0.230
H 0.51 2.86 0.57  0.287
H -0.24 1.42 1.52  0.237
H -0.12 1.12 -0.77  0.471
H 2.31 1.66 -1.13  0.306
H 2.24 -0.15 -1.26  0.291
H 2.70 0.53 0.26  0.238
H -1.88 -0.97 1.31  0.516
H -0.83 -0.51 0.43  0.442
O -1.74 -0.83 0.35  -0.910
H -2.76 1.72 -1.12  0.510
H -2.13 0.77 -0.05  0.493
O -1.99 1.60 -0.56  -1.005
H 0.15 -1.60 -2.94  0.502
H -0.33 -0.51 -2.06  0.438
O 0.22 -0.64 -2.84  -0.933
H -0.22 -0.40 3.25  0.480
H 0.64 -1.20 2.25  0.466
O -0.14 -1.25 2.80  -0.934
H -0.34 -3.65 -0.41  0.483
H -0.52 -2.19 -0.38  0.455
O -0.34 -2.89 -1.02  -0.947

=====

Below is a structure of composition C2H18BaO9, with properties calculated with wB97M-V/def2-TZVPD.

Output
* lowest unoccupied orbital energy: -1.1 eV
* E: -21486.226 eV

Last column: Mulliken charge in e.
Element x y z (Å)
Ba 0.42 -0.45 -0.27  1.573
O -1.32 -1.80 1.16  -0.933
C -1.34 -1.02 2.31  -0.258
C -1.81 0.32 2.04  -0.100
O -1.46 1.22 3.13  -0.945
H -0.32 -1.00 2.64  0.154
H -1.96 -1.56 3.02  0.267
H -2.92 0.24 1.87  0.201
H -1.40 0.75 1.11  -0.010
O 2.76 -1.32 -1.93  -0.493
H 2.56 -1.67 -2.79  0.270
H 3.57 -0.81 -2.01  0.258
O 0.96 1.58 1.80  -0.616
H 0.81 2.51 1.52  0.291
H 0.24 1.38 2.38  0.279
O -2.32 -0.52 -1.01  -0.503
H -3.17 -0.36 -1.47  0.246
H -2.53 -0.72 -0.11  0.198
O -0.28 -0.11 -2.98  -0.454
H -1.14 0.26 -3.08  0.226
H -0.31 -0.87 -3.48  0.276
O 2.26 1.51 -1.39  -0.390
H 3.20 1.27 -1.47  0.216
H 2.27 2.41 -1.75  0.242
O -0.74 1.95 -0.93  -0.427
H -0.45 2.82 -1.10  0.201
H -1.67 2.03 -1.07  0.206
O 1.72 -2.59 1.04  -0.507
H 1.73 -3.14 1.80  0.233
H 2.64 -2.31 1.02  0.298

=====

Below is a cluster of 7 separate species, C2H18O6 in total, with properties calculated with wB97M-V/def2-TZVPD.

Output
* lowest unoccupied orbital energy: 0.5 eV
* structure (SMILES): CC.O.O.O.O.O.O
* E: -14651.475 eV

Last column: natural (NBO) charge in e.
Element x y z (Å)
C 0.50 -0.85 -2.81  -0.636
C 0.09 -2.32 -2.85  -0.617
H -0.29 -0.13 -3.04  0.199
H 1.25 -0.64 -3.58  0.202
H 0.96 -0.58 -1.85  0.240
H -0.94 -2.48 -3.12  0.203
H 0.68 -2.81 -3.66  0.206
H 0.32 -2.91 -1.97  0.196
H -0.43 -2.38 0.48  0.497
H 0.49 -1.06 0.66  0.509
O -0.41 -1.47 0.77  -1.004
H -0.53 2.84 -1.08  0.483
H -1.43 1.80 -0.26  0.515
O -0.84 2.57 -0.22  -0.995
H 1.01 1.73 2.21  0.499
H 0.70 2.11 0.91  0.503
O 1.49 1.69 1.33  -0.989
H -0.52 0.26 2.32  0.487
H -1.03 1.36 3.28  0.482
O -0.33 0.73 3.13  -0.949
H 1.72 0.16 0.68  0.506
H 2.82 -0.92 0.48  0.485
O 1.98 -0.62 0.10  -0.987
H -2.80 -0.50 -0.49  0.474
H -1.57 -0.39 0.41  0.496
O -2.38 0.11 0.12  -1.005

=====

Below is a structure of composition C2H19O10Zn2, with properties calculated with wB97M-V/def2-TZVPD.

Output
* lowest unoccupied orbital energy: -16.1 eV
* E: -119658.485 eV
* charge: +3

Last column: natural (NBO) charge in e.
Element x y z (Å)
Zn -0.23 -1.67 -4.56  1.588
Zn -1.39 2.05 -3.16  1.749
C 0.17 -0.85 -0.18  -0.759
C -0.32 -0.43 -1.56  0.860
O -0.18 -1.19 -2.52  -0.836
O -0.59 0.77 -1.73  -0.792
H -0.57 -0.82 0.63  0.312
H 1.04 -0.35 0.23  0.302
H 0.63 -1.84 -0.14  0.258
O -2.95 -2.05 -0.04  -0.918
H -2.99 -1.33 -0.66  0.428
H -3.61 -1.83 0.62  0.494
O 2.30 -1.52 2.65  -0.957
H 3.06 -1.96 3.02  0.506
H 1.81 -2.22 2.20  0.465
O -2.91 1.24 1.44  -0.918
H -2.66 0.54 2.05  0.500
H -3.23 0.79 0.66  0.422
O -0.32 -0.36 3.75  -0.904
H 0.53 -0.59 3.37  0.484
H -0.22 -0.54 4.68  0.495
O 3.41 -2.37 -0.89  -0.916
H 2.54 -2.29 -1.29  0.434
H 3.39 -3.21 -0.43  0.487
O -0.23 3.53 -2.36  -1.043
H -0.12 3.89 -1.48  0.563
H 0.53 3.86 -2.84  0.536
O -2.81 2.59 -1.71  -1.030
H -3.28 3.37 -1.39  0.559
H -3.20 1.87 -1.22  0.524
O 4.24 1.08 1.31  -0.829
H 3.60 0.41 1.06  0.463
H 4.55 1.44 0.48  0.470

=====

Record order is preserved below.
Energy above the lowest of the compared OMol25 structures with the same formula, charge and spin: 29.6; 27.4; 21.8; 177.1; 11.2; 1.1; 10.8; 45.7; 1.2; 92.9 kcal per mole